ORCA calculation (ωB97M-V/def2-TZVPD) on C13H19BrMgOSi as an isolated structure in a non-equilibrium geometry.

highest occupied orbital energy: -0.46 eV
Kohn-Sham gap: 5.564 eV
electronic energy: -3645.708686 a.u.

```
! RIJCOSX wB97M-V def2-TZVPD def2/J DEFGRID3
* xyz -2 1
C -1.40 -0.78 -1.29
C -1.98 -1.39 -0.14
C -2.58 -0.34 0.64
H -1.91 -2.44 0.09
C -2.34 0.90 -0.03
C -1.65 0.63 -1.24
H -1.37 1.35 -1.97
H -0.93 -1.33 -2.09
H -3.12 -0.45 1.55
H -2.63 1.89 0.30
Mg 1.02 -0.31 -1.25
Br 1.64 -2.50 -0.74
C 2.07 0.72 -2.97
C 0.98 1.50 -3.44
C 0.01 0.61 -3.99
H 0.96 2.57 -3.56
C 0.48 -0.71 -3.84
C 1.81 -0.63 -3.38
H 2.57 -1.39 -3.45
H 3.03 1.07 -2.61
H -0.87 0.91 -4.54
H -0.04 -1.61 -4.19
C -0.66 1.34 3.09
Si 0.47 0.21 2.04
C 1.87 0.37 3.33
C 0.03 -1.44 2.97
O 0.99 0.56 0.57
H -0.58 1.15 4.17
H -1.72 1.21 2.84
H -0.31 2.36 2.86
H 1.47 0.27 4.34
H 2.61 -0.43 3.17
H 2.28 1.38 3.24
H -1.00 -1.78 2.74
H 0.81 -2.19 2.72
H 0.02 -1.26 4.06
*
```